The following is a quantum chemistry calculation of an isolated molecule of C5H4FO4P, from the OMol25 dataset.

Properties
- maximum force (eV Å⁻¹) = 6.149
- E (eV) = -25443.3067
- Kohn-Sham gap (eV) = 8.1
- SMILES = CP(O)C1=C(F)C(=O)OC1=O

Element x y z (Å)
C  1.93860  -1.17724  0.22655
P  1.14713  0.27575  1.19404
O  2.03991  1.59853  0.63355
C  -0.58327  0.21016  0.47397
C  -1.10610  1.25880  -0.34920
F  -0.56281  2.48516  -0.68203
C  -2.34189  0.49503  -0.95562
O  -2.41898  0.55942  -2.18195
O  -2.75984  -0.69610  -0.33527
C  -1.72037  -0.82362  0.63172
O  -1.95516  -1.32926  1.71848
H  3.05977  -1.12788  0.16411
H  1.62436  -2.19190  0.65051
H  1.57110  -1.19574  -0.85584
H  2.06756  1.65888  -0.33302

Cartesian forces (eV/Å) of the 2 atoms listed first:
C -0.8 -0.6 -1.2
P 1.3 -0.9 0.7

***

The following is a quantum chemistry calculation of a structure of composition C4H5NO, from the OMol25 dataset.

Properties
- maximum force (eV Å⁻¹) = 2.366
- E (eV) = -7762.4985
- Kohn-Sham gap (eV) = 10.3
- energy relative to the best compared isomer or geometry (same formula, charge and spin) (eV) = 4.028

Element x y z (Å)
O  -0.74344  -1.76134  0.59628
C  -0.39904  -0.66394  -0.04007
C  -0.44051  0.03610  -1.14723
C  -0.04261  0.76745  0.11266
C  -0.97149  1.64029  0.78536
N  -1.71542  2.33172  1.32595
H  -0.52596  -1.68009  1.53752
H  2.60924  -0.93504  -0.37445
H  1.98759  -0.95814  -0.90761
H  -0.74910  0.15436  -2.15402
H  0.99075  1.06862  0.26560

Cartesian forces (eV/Å) of the 2 atoms listed first:
O 0.3 -0.3 0.5
C -0.6 1.2 -1.9

***

The following is a quantum chemistry calculation of a structure of composition C15H17BCl2F5N5O4Zn, from the OMol25 dataset.

Properties
- maximum force (eV Å⁻¹) = 0.637
- E (eV) = -119209.4580
- Kohn-Sham gap (eV) = 4.9
- energy relative to the best compared isomer or geometry (same formula, charge and spin) (eV) = 0.000
- charge = -2

Element x y z (Å)
Zn  0.04001  1.04063  -0.56473
N  1.91727  1.05924  0.78588
C  1.78563  1.27446  2.22594
C  0.85729  2.44339  2.56071
C  -0.63422  2.13836  2.43597
N  -1.05803  2.02223  1.04243
H  2.28596  0.12754  0.60088
H  2.50965  1.75621  0.35041
H  2.75611  1.44881  2.70711
H  1.38080  0.35436  2.65881
H  1.10168  3.28898  1.90555
H  1.05372  2.75655  3.59133
H  -1.19619  2.91769  2.96369
H  -0.85068  1.19145  2.93970
H  -0.96149  2.91166  0.54972
H  -2.03351  1.74042  0.95975
F  -3.65597  -1.10276  -0.12459
B  -3.55908  0.23954  -0.55646
F  -2.23607  0.47390  -1.03673
F  -4.49724  0.50545  -1.55940
F  -3.76870  1.10244  0.56432
F  -2.65923  -3.15094  3.46402
C  -1.70624  -3.80481  2.78437
C  -1.21862  -3.31460  1.64210
N  -0.24997  -3.96238  0.91592
C  0.27053  -3.29394  -0.28606
C  0.81996  -1.91181  0.11766
O  1.94124  -1.87388  0.64411
O  0.00478  -0.97317  -0.10561
C  0.26024  -5.17574  1.31906
O  1.07996  -5.82587  0.70121
N  -0.26177  -5.63082  2.52117
C  -1.23842  -5.05876  3.32941
O  -1.61043  -5.60596  4.34839
H  -1.56785  -2.37282  1.22664
H  -0.54189  -3.16313  -0.99780
H  1.05842  -3.91000  -0.69915
H  0.09766  -6.51911  2.83157
Cl  0.85676  5.52548  -2.32822
C  1.03872  4.09000  -3.32775
C  1.40672  4.26838  -4.63886
C  1.58644  3.17821  -5.49908
C  1.38491  1.90146  -4.97246
C  1.01816  1.72678  -3.66026
Cl  0.81735  0.08080  -3.07323
C  0.78579  2.79621  -2.67945
N  0.44099  2.66505  -1.43920
H  1.55723  5.27874  -5.00529
H  1.87109  3.32015  -6.53444
H  1.52053  1.02596  -5.59907

Cartesian forces (eV/Å) of the 2 atoms listed first:
Zn 0.2 -0.2 0.6
N 0.1 -0.1 0.1

***

The following is a quantum chemistry calculation of a cluster of 12 separate species, C5H33NO13 in total, from the OMol25 dataset.

Properties
- maximum force (eV Å⁻¹) = 3.826
- E (eV) = -33827.9750
- Kohn-Sham gap (eV) = 9.7
- energy relative to the best compared isomer or geometry (same formula, charge and spin) (eV) = 3.102
- SMILES = C[C@H](O)CCNC=O.O.O.O.O.O.O.O.O.O.O.O

Element x y z (Å)
C  0.83525  0.79318  -1.36092
N  0.41481  1.64545  -0.25850
C  -0.61737  2.53056  -0.43660
O  -1.11029  3.09870  0.50646
C  -0.32479  -0.29263  -1.60806
C  -0.65340  -1.23099  -0.47521
C  0.56674  -1.70557  0.42022
O  -1.28503  -2.35921  -1.15486
H  0.85829  1.30395  -2.31030
H  1.69581  0.23575  -1.02475
H  0.56997  1.40137  0.69736
H  -0.91988  2.76369  -1.46230
H  -0.08610  -0.80239  -2.64668
H  -1.16412  0.32647  -2.00357
H  -1.45049  -0.71300  0.14466
H  1.39770  -1.68469  -0.38042
H  0.46324  -2.64389  0.88430
H  0.76010  -0.97908  1.26700
H  -1.24089  -3.09726  -0.52262
H  -0.39101  1.11954  2.96260
H  0.56521  0.40970  3.68340
O  0.56323  0.91846  2.85801
H  3.24734  -0.06536  1.97413
H  4.21800  -0.01128  3.12685
O  3.88609  -0.55405  2.48051
H  2.14649  0.23553  -4.16946
H  2.57439  -1.13616  -3.55043
O  2.18093  -0.25300  -3.32608
H  4.70514  -0.88368  -0.86275
H  4.20486  -0.77847  0.63979
O  4.17141  -1.27737  -0.22213
H  -1.76155  2.49049  2.07191
H  -2.40511  2.48477  3.53940
O  -1.93046  1.98033  2.91058
H  -3.59990  1.46665  -2.60632
H  -3.88491  0.19177  -3.36851
O  -3.60569  1.14972  -3.46831
H  -3.07450  1.47535  0.45833
H  -3.67990  0.29033  -0.42960
O  -3.08276  1.12100  -0.46127
H  -1.96346  -1.21583  2.17648
H  -2.22609  0.08921  2.83393
O  -2.52535  -0.82774  2.79137
H  1.52472  -2.44734  -1.99139
H  2.71800  -3.29988  -1.58176
O  2.13658  -3.13397  -2.30677
H  -4.11864  -2.03810  0.18941
H  -3.37919  -1.88765  -1.13520
O  -3.95397  -1.41170  -0.55465
H  2.12780  1.94334  2.64334
H  2.90045  3.04907  1.98824
O  3.00230  2.21592  2.43112

Cartesian forces (eV/Å) of the 2 atoms listed first:
C -2.6 -2.3 1.2
N -1.3 1.5 -1.6

***

The following is a quantum chemistry calculation of a cluster of 2 separate species, CH3BrO3P in total, from the OMol25 dataset.

Properties
- maximum force (eV Å⁻¹) = 4.527
- E (eV) = -86560.6369
- Kohn-Sham gap (eV) = 6.7
- energy relative to the best compared isomer or geometry (same formula, charge and spin) (eV) = 1.808
- charge = -1

Element x y z (Å)
C  1.85401  -0.31559  0.00826
O  -2.19005  1.17716  -1.25413
O  -2.23616  1.09653  1.38816
O  0.60902  0.35771  0.10823
P  -1.97047  0.57868  0.06821
Br  -2.76096  -1.57329  0.12194
H  1.79687  -1.36580  0.10015
H  2.22328  -0.20168  -1.17128
H  2.67445  0.24628  0.63046

Cartesian forces (eV/Å) of the 2 atoms listed first:
C -0.5 3.3 -3.0
O 0.4 -0.4 0.4

***

The following is a quantum chemistry calculation of a structure of composition C21H17IrN6O6S, from the OMol25 dataset.

Properties
- maximum force (eV Å⁻¹) = 0.418
- E (eV) = -56945.8494
- 2S+1 = 5
- Kohn-Sham gap (alpha / beta) (eV) = 7.6 / 6.3
- energy relative to the best compared isomer or geometry (same formula, charge and spin) (eV) = 0.963
- expectation value of S² = 6.035

Element x y z (Å)
Ir  -0.69044  -0.61491  -0.24918
O  2.96074  -2.63508  4.63615
C  2.29949  -2.24161  3.72086
C  0.80236  -1.88087  3.76211
O  0.09614  -1.85717  4.73204
C  0.43054  -1.53488  2.34964
C  1.63704  -1.40064  1.54866
O  1.63136  -0.89876  0.41292
C  2.77831  -2.03248  2.27438
O  3.81902  -2.40546  1.79361
O  -0.70395  -1.41756  1.85938
C  1.18984  -4.23658  -3.55036
N  1.22540  -3.95004  -2.11484
C  2.21815  -4.63212  -1.27660
C  0.36302  -3.14488  -1.57826
N  -0.38338  -2.43364  -1.04667
H  2.19917  -4.14791  -3.94916
H  0.54439  -3.51890  -4.04905
H  0.81663  -5.24554  -3.72624
H  3.20870  -4.46281  -1.69540
H  2.00895  -5.70110  -1.24365
H  2.19082  -4.22002  -0.27183
O  -2.04375  0.98161  0.89188
N  -0.85062  1.22055  0.49351
C  -0.69626  5.00722  5.36632
C  -1.08962  4.62806  3.97182
C  -2.17125  5.20383  3.31786
C  -2.43144  4.78966  2.02658
N  -1.69996  3.86334  1.40721
C  -0.73692  3.34112  2.14844
S  0.29828  2.08447  1.43759
N  -0.37254  3.67198  3.37713
H  -1.03625  6.00975  5.61925
H  0.38395  4.94343  5.47789
H  -1.14334  4.30472  6.07230
H  -2.77871  5.95713  3.79922
H  -3.24147  5.22265  1.45125
C  -0.70085  0.21318  -2.14834
C  0.22144  1.39146  -2.24377
C  1.59396  1.20640  -2.39587
C  2.46382  2.28113  -2.41881
C  1.96515  3.57512  -2.29245
C  0.59683  3.77750  -2.14070
C  -0.26095  2.69198  -2.11903
C  2.86480  4.70337  -2.32807
N  3.58052  5.60164  -2.36156
H  -0.41456  -0.56373  -2.85912
H  -1.73746  0.50950  -2.33329
H  1.98940  0.19922  -2.46649
H  3.52921  2.12611  -2.52375
H  0.21282  4.78292  -2.03219
H  -1.32347  2.85317  -1.98228

Cartesian forces (eV/Å) of the 2 atoms listed first:
Ir 0.1 0.3 -0.1
O 0.0 0.0 0.0

***

Copy entry 5 word for word.
The following is a quantum chemistry calculation of a cluster of 2 separate species, CH3BrO3P in total, from the OMol25 dataset.

Properties
- maximum force (eV Å⁻¹) = 4.527
- E (eV) = -86560.6369
- Kohn-Sham gap (eV) = 6.7
- energy relative to the best compared isomer or geometry (same formula, charge and spin) (eV) = 1.808
- charge = -1

Element x y z (Å)
C  1.85401  -0.31559  0.00826
O  -2.19005  1.17716  -1.25413
O  -2.23616  1.09653  1.38816
O  0.60902  0.35771  0.10823
P  -1.97047  0.57868  0.06821
Br  -2.76096  -1.57329  0.12194
H  1.79687  -1.36580  0.10015
H  2.22328  -0.20168  -1.17128
H  2.67445  0.24628  0.63046

Cartesian forces (eV/Å) of the 2 atoms listed first:
C -0.5 3.3 -3.0
O 0.4 -0.4 0.4

***

The lowest E belongs to which entry? C15H17BCl2F5N5O4Zn